Record 1
Below is 2 unconnected molecules or ions with the total composition C5H10N3 in a non-equilibrium geometry, with properties calculated with ωB97M-V/def2-TZVPD.

Summary:
* LUMO energy: -6.852 eV
* gap between HOMO and LUMO: 8.81 eV
* total charge: +1

CARTESIAN COORDINATES (ANGSTROEM)
C  -0.3482  -2.5470  -0.2213
C  0.9468  -1.0997  -0.9537
C  1.9944  -0.4248  -1.4967
C  -1.7226  -1.1807  1.2583
C  0.2658  3.3602  0.2251
N  0.5340  -2.4206  -1.1140
N  -0.5946  -1.3238  0.4472
N  0.1680  -0.4479  -0.0409
H  -0.8296  -3.5273  -0.0174
H  2.1323  0.6489  -1.2420
H  2.5276  -1.0215  -2.2791
H  -1.4875  -1.8365  2.2317
H  -1.9651  -0.1561  1.6203
H  -2.5983  -1.6254  0.8595
H  1.3429  3.5566  0.3659
H  0.0747  3.3847  -0.8882
H  -0.3173  4.2140  0.5739
H  -0.1235  2.4470  0.6715

***

Record 2
Below is a gas-phase ion, C5H10N3 (charge +1) in a non-equilibrium geometry, with properties calculated with ωB97M-V/def2-TZVPD.

Summary:
* LUMO energy: -3.646 eV
* gap between HOMO and LUMO: 10.05 eV
* total charge: +1

CARTESIAN COORDINATES (ANGSTROEM)
C  1.0459  -0.5961  -0.0821
C  -2.0934  -0.2461  0.1693
C  1.1942  0.8643  0.3258
C  0.0739  1.6189  -0.1407
C  -1.0578  0.0421  -0.8672
N  -2.3393  -1.3713  0.6107
N  -0.0379  -0.9138  -0.7391
N  2.1285  -1.3803  0.1472
H  -2.6889  0.7384  0.3730
H  1.3399  0.8499  1.4850
H  2.1078  1.1781  -0.0158
H  -0.4189  1.9772  0.7591
H  0.1382  2.2718  -0.9621
H  -1.4901  0.3914  -1.8465
H  -3.2077  -1.4126  1.1783
H  0.1627  -1.7364  -1.3390
H  2.9513  -0.8722  0.3861
H  2.2514  -2.3656  0.2623

***

Record 3
Below is a gas-phase ion, C5H10N3O2 (charge +1) in a non-equilibrium geometry, with properties calculated with ωB97M-V/def2-TZVPD.

Summary:
* LUMO energy: -3.547 eV
* gap between HOMO and LUMO: 10.93 eV
* SMILES: CC(C)=NC(=[NH2+])NC(=O)O
* total charge: +1

CARTESIAN COORDINATES (ANGSTROEM)
C  -0.8198  -0.7880  1.1794
C  -1.0574  -0.2164  -0.2082
C  -2.0351  -0.6407  -1.2835
N  -0.1779  0.6072  -0.6147
C  0.8720  1.2992  -0.2344
N  0.7272  2.6204  -0.0802
N  2.0504  0.6824  -0.0853
C  2.3383  -0.6703  -0.2084
O  1.6220  -1.5960  -0.3620
O  3.5562  -0.8189  0.1252
H  -0.2474  -0.1486  1.8041
H  -1.7367  -0.9018  1.7409
H  -0.2220  -1.6791  1.0564
H  -2.8859  -0.8879  -0.7711
H  -1.8126  -1.5829  -1.7709
H  -2.1922  0.1849  -1.9081
H  -0.1846  2.9553  -0.2763
H  1.5024  3.1766  0.1238
H  2.8504  1.2271  -0.1586
H  3.7287  -1.8362  0.2098

***

Record 4
Below is a single C5H10N3P molecule in a non-equilibrium geometry, with properties calculated with ωB97M-V/def2-TZVPD.

Summary:
* LUMO energy (alpha / beta): 0.900 / -0.770 eV
* gap between HOMO and LUMO (alpha / beta): 6.93 / 7.08 eV
* expectation value of S²: 2.0431
* spin multiplicity: 3

CARTESIAN COORDINATES (ANGSTROEM)
C  0.5751  -0.8620  -0.0813
C  1.6589  -0.0215  0.0725
C  1.0226  -2.3199  -0.2372
C  3.5878  1.5122  0.2564
C  -3.8218  0.8313  -0.6419
N  -0.7287  -0.7753  0.1731
N  -1.5595  0.0957  0.5699
N  2.5362  0.7511  -0.1853
P  -3.2721  -0.2225  0.7798
H  0.8429  -2.7293  -1.2775
H  2.1512  -2.5107  -0.2735
H  0.4820  -2.8998  0.6466
H  3.2889  2.4837  0.6144
H  4.3180  1.0565  1.1270
H  4.3976  1.6480  -0.4025
H  -5.0048  0.7710  -0.6831
H  -3.5398  0.4441  -1.5263
H  -3.4119  1.7739  -0.5047
H  -3.5226  0.9734  1.5736

***

Record 5
Below is a gas-phase ion, C5H10N3S (charge +1) in a non-equilibrium geometry, with properties calculated with ωB97M-V/def2-TZVPD.

Summary:
* LUMO energy: -3.883 eV
* gap between HOMO and LUMO: 8.77 eV
* SMILES: [NH3+][C@@H]1C=NN2CCS[C@@H]12
* total charge: +1

CARTESIAN COORDINATES (ANGSTROEM)
N  -2.4461  -0.7082  -0.7293
C  -1.4092  -0.0150  0.1391
C  -1.0060  1.3330  -0.4791
N  0.2054  1.3859  -0.8419
N  0.8777  0.2824  -0.7423
C  2.2107  0.2279  -0.2206
C  2.1636  0.1237  1.3008
S  0.7444  -0.9603  1.7443
C  -0.1209  -0.8027  0.1614
H  -3.2919  -0.1288  -0.8091
H  -2.6966  -1.6158  -0.3167
H  -2.0746  -0.8696  -1.6764
H  -1.8469  0.1135  1.1307
H  -1.6759  2.1626  -0.5891
H  2.7467  1.1257  -0.5330
H  2.6924  -0.6544  -0.6488
H  3.0569  -0.3468  1.7079
H  2.0106  1.0927  1.7745
H  -0.1404  -1.7457  -0.3724

***

Record 6
Below is a single C5H10N4O2 molecule in a non-equilibrium geometry, with properties calculated with ωB97M-V/def2-TZVPD.

Summary:
* LUMO energy (alpha / beta): -1.502 / -1.501 eV
* gap between HOMO and LUMO (alpha / beta): 7.18 / 7.18 eV

CARTESIAN COORDINATES (ANGSTROEM)
C  1.0984  1.3605  -1.8044
C  -0.8992  0.7390  0.6266
C  -0.9195  -1.5998  0.9039
C  0.9965  -0.3574  1.9103
C  -0.4849  -0.3451  1.5704
N  0.6594  2.0872  -0.6003
N  -0.2780  1.5849  -0.0394
N  0.7430  0.0477  -1.7495
N  -0.3761  -0.2140  -2.3527
O  -1.1310  0.6482  -2.7088
O  -0.5133  -1.4203  -2.5477
H  0.5065  1.8744  -2.7262
H  2.2160  1.5529  -1.9175
H  -1.9187  0.9897  0.7869
H  -1.9358  -1.6968  0.8682
H  -0.3856  -2.5057  1.3607
H  -0.4676  -1.5986  -0.1173
H  1.4818  0.5539  1.8536
H  1.6049  -0.9785  1.3217
H  1.0257  -0.7271  2.9004
H  -1.0225  0.0050  2.4613

***

no.,total energy (eV)
1,-9807.7576
2,-9808.7210
3,-13906.1579
4,-19099.5690
5,-20644.3133
6,-15394.5605